1.
Below is an isolated molecule of C8H10O3, with properties calculated with wB97M-V/def2-TZVPD.

Results
Strongest force on any atom ... 0.08651 Eh/bohr
Electronic energy ... -536.374922 Eh
Orbital gap ... 8.91 eV
Charge ... 0
Relative energy (zero: lowest compared OMol25 entry of this formula, charge and spin) ... 470.3 kJ/mol
SMILES ... C=C=C(O)OC(O)=C=C(C)C

Element x y z (Å)
C (1.32, 1.15, 0.58)
C (-0.13, -0.98, -0.17)
C (2.31, 0.48, 0.02)
C (1.09, -1.47, -0.05)
C (0.49, 1.97, 1.18)
C (-1.35, -0.56, -0.21)
C (-1.87, -0.20, -1.62)
C (-2.14, -0.08, 1.02)
O (2.26, -0.88, -0.23)
O (3.49, 1.12, -0.42)
O (1.30, -2.83, -0.02)
H (0.60, 2.05, 2.22)
H (-0.39, 2.58, 0.73)
H (-1.38, -0.81, -2.30)
H (-1.70, 0.86, -1.91)
H (-3.07, -0.33, -1.63)
H (-1.55, 0.65, 1.52)
H (-2.34, -0.88, 1.78)
H (-3.07, 0.51, 0.80)
H (3.86, 0.60, -1.12)
H (2.27, -2.94, -0.17)

2.
Below is an isolated molecule of C4H7NOS, with properties calculated with wB97M-V/def2-TZVPD.

Results
Strongest force on any atom ... 0.07017 Eh/bohr
Electronic energy ... -684.710787 Eh
Orbital gap ... 9.70 eV
Charge ... 0
Relative energy (zero: lowest compared OMol25 entry of this formula, charge and spin) ... 252.8 kJ/mol

Element x y z (Å)
C (1.59, 1.47, 0.64)
C (-0.79, 1.13, -0.20)
C (-0.13, 0.01, 0.58)
C (0.17, -1.19, -0.33)
N (1.15, 0.40, 1.13)
O (1.21, 1.93, -1.90)
S (0.50, 2.30, -0.62)
H (2.59, 1.75, 0.91)
H (-1.27, 0.62, -1.13)
H (-1.50, 1.65, 0.56)
H (-0.80, -0.46, 1.28)
H (0.95, -0.77, -0.88)
H (-0.77, -1.49, -0.79)
H (0.53, -2.16, 0.31)

3.
Below is a structure of composition C37H49InN3O2P3S4, with properties calculated with wB97M-V/def2-TZVPD.

Results
Strongest force on any atom ... 0.02029 Eh/bohr
Electronic energy ... -4561.219262 Eh
Orbital gap ... 7.35 eV
Charge ... 0
Relative energy (zero: lowest compared OMol25 entry of this formula, charge and spin) ... 40.1 kJ/mol

Element x y z (Å)
In (-0.25, 0.12, -0.30)
S (2.14, 0.03, 1.10)
P (1.96, -1.74, 0.13)
C (0.68, -1.74, -1.06)
P (1.31, -1.38, -2.67)
S (2.46, 0.17, -3.03)
C (2.12, -2.93, -3.23)
C (3.34, -2.91, -3.90)
C (3.93, -4.09, -4.33)
C (3.30, -5.31, -4.09)
C (2.08, -5.34, -3.42)
C (1.50, -4.16, -3.00)
C (-0.16, -1.39, -3.77)
C (-0.02, -0.96, -5.09)
C (-1.09, -1.04, -5.97)
C (-2.32, -1.54, -5.55)
C (-2.46, -1.97, -4.24)
C (-1.39, -1.90, -3.36)
C (1.54, -3.04, 1.36)
C (0.66, -4.07, 1.02)
C (0.38, -5.08, 1.93)
C (0.97, -5.07, 3.19)
C (1.86, -4.05, 3.53)
C (2.14, -3.04, 2.62)
C (3.58, -2.33, -0.45)
C (3.77, -3.69, -0.71)
C (4.99, -4.14, -1.20)
C (6.02, -3.24, -1.43)
C (5.83, -1.89, -1.17)
C (4.61, -1.44, -0.68)
H (3.82, -1.95, -4.07)
H (4.88, -4.07, -4.85)
H (3.76, -6.23, -4.42)
H (1.59, -6.29, -3.24)
H (0.55, -4.17, -2.47)
H (0.93, -0.55, -5.41)
H (-0.97, -0.70, -7.00)
H (-3.15, -1.59, -6.24)
H (-3.42, -2.36, -3.90)
H (-1.48, -2.27, -2.35)
H (0.21, -4.05, 0.03)
H (-0.30, -5.88, 1.66)
H (0.75, -5.86, 3.90)
H (2.32, -4.05, 4.51)
H (2.81, -2.24, 2.89)
H (2.97, -4.40, -0.54)
H (5.13, -5.20, -1.40)
H (6.98, -3.59, -1.81)
H (6.64, -1.18, -1.35)
H (4.45, -0.38, -0.50)
C (-1.21, -0.36, 3.08)
C (-0.66, 1.05, 2.86)
N (-0.93, 1.55, 1.50)
C (-2.31, 1.95, 1.21)
C (-3.21, 0.76, 0.87)
N (-2.56, -0.16, -0.08)
C (-2.85, -1.58, 0.19)
C (-2.22, -2.04, 1.53)
N (-1.06, -1.25, 1.92)
H (-2.27, -0.30, 3.33)
H (-0.72, -0.79, 3.96)
H (0.42, 1.03, 2.99)
H (-1.08, 1.72, 3.61)
H (-0.32, 2.34, 1.31)
H (-2.28, 2.61, 0.34)
H (-2.75, 2.52, 2.04)
H (-4.13, 1.15, 0.45)
H (-3.47, 0.20, 1.77)
H (-2.86, 0.09, -1.03)
H (-2.44, -2.17, -0.62)
H (-3.93, -1.76, 0.22)
H (-1.93, -3.08, 1.43)
H (-2.98, -2.00, 2.32)
H (-0.26, -1.85, 2.06)
C (-1.64, 5.67, 0.11)
C (-1.56, 5.38, -1.37)
C (-2.11, 6.49, -2.24)
O (-2.35, 4.19, -1.62)
P (-1.75, 2.93, -2.41)
S (-3.16, 1.64, -2.75)
S (-0.03, 2.35, -1.47)
O (-1.20, 3.63, -3.72)
C (-0.34, 2.88, -4.65)
C (-1.09, 2.79, -5.96)
C (0.98, 3.61, -4.74)
H (-1.13, 6.61, 0.34)
H (-1.16, 4.87, 0.68)
H (-2.69, 5.75, 0.42)
H (-0.52, 5.18, -1.64)
H (-3.13, 6.74, -1.94)
H (-2.11, 6.19, -3.28)
H (-1.48, 7.38, -2.14)
H (-0.18, 1.89, -4.24)
H (-1.41, 3.78, -6.27)
H (-1.97, 2.15, -5.85)
H (-0.44, 2.37, -6.73)
H (0.82, 4.65, -5.05)
H (1.62, 3.12, -5.48)
H (1.49, 3.59, -3.78)

4.
Below is a cluster of 8 separate species, C35H64BBr2N3O21 in total, with properties calculated with wB97M-V/def2-TZVPD.

Results
Strongest force on any atom ... 0.05704 Eh/bohr
Electronic energy ... -8289.249054 Eh
Orbital gap ... 7.99 eV
Charge ... 0

Element x y z (Å)
C (-2.09, 0.48, 3.56)
C (-2.38, 1.94, 3.31)
C (-1.23, 2.82, 3.83)
N (-1.59, 4.30, 3.77)
C (-2.55, 4.68, 4.87)
C (-0.26, 5.08, 3.98)
C (-0.14, 6.18, 2.88)
C (-1.48, 6.19, 2.17)
C (-2.01, 4.81, 2.39)
H (-1.24, 0.17, 2.94)
H (-2.85, -0.26, 3.34)
H (-1.72, 0.28, 4.57)
H (-3.29, 2.19, 3.87)
H (-2.40, 2.26, 2.28)
H (-0.38, 2.73, 3.14)
H (-0.63, 2.63, 4.72)
H (-2.63, 5.75, 5.05)
H (-2.35, 4.01, 5.70)
H (-3.55, 4.49, 4.47)
H (-0.34, 5.46, 5.00)
H (0.59, 4.40, 4.01)
H (0.14, 7.14, 3.29)
H (0.60, 5.69, 2.25)
H (-2.17, 7.00, 2.42)
H (-1.39, 6.50, 1.12)
H (-3.10, 4.73, 2.45)
H (-1.60, 4.05, 1.73)
O (-2.80, -2.04, 0.48)
C (-2.17, -1.07, 0.17)
O (-2.60, -0.03, -0.53)
B (-1.49, 0.97, -0.57)
O (-0.38, 0.36, 0.19)
C (-0.69, -0.87, 0.53)
O (-0.13, -1.58, 1.33)
O (-1.89, 2.25, -0.02)
C (-1.79, 3.17, -0.93)
O (-2.04, 4.34, -0.85)
C (-1.40, 2.52, -2.26)
O (-1.04, 1.25, -1.96)
O (-1.29, 3.12, -3.28)
C (-2.27, -9.42, -4.59)
O (-1.95, -8.06, -4.70)
C (-1.65, -7.40, -3.45)
C (-2.43, -6.09, -3.42)
N (-1.67, -5.09, -4.23)
C (-2.34, -4.42, -5.33)
C (-1.60, -3.17, -5.79)
O (-1.94, -1.97, -5.12)
C (-2.13, -2.10, -3.74)
H (-3.10, -9.59, -3.89)
H (-1.45, -10.01, -4.16)
H (-2.48, -9.81, -5.59)
H (-0.56, -7.30, -3.40)
H (-1.97, -8.07, -2.65)
H (-2.77, -5.82, -2.43)
H (-3.33, -6.39, -3.98)
H (-1.00, -5.71, -4.65)
H (-3.39, -4.21, -5.10)
H (-2.51, -5.07, -6.20)
H (-1.72, -2.95, -6.86)
H (-0.51, -3.28, -5.68)
H (-2.21, -1.10, -3.31)
H (-1.27, -2.59, -3.26)
H (-3.00, -2.64, -3.37)
C (1.50, -0.20, 3.89)
O (1.49, 0.98, 3.12)
C (2.34, 1.00, 1.96)
C (3.75, 1.49, 2.31)
N (3.73, 2.72, 3.14)
C (5.06, 2.95, 3.67)
C (6.04, 3.47, 2.65)
O (6.68, 2.44, 1.93)
C (7.55, 2.77, 0.88)
H (2.47, -0.28, 4.39)
H (1.23, -1.02, 3.22)
H (0.71, -0.20, 4.64)
H (1.84, 1.71, 1.31)
H (2.39, 0.02, 1.48)
H (4.11, 1.70, 1.30)
H (4.45, 0.79, 2.77)
H (2.99, 2.49, 3.80)
H (5.57, 2.14, 4.23)
H (5.02, 3.73, 4.44)
H (6.78, 4.15, 3.09)
H (5.51, 4.12, 1.94)
H (7.07, 3.43, 0.15)
H (7.71, 1.84, 0.33)
H (8.52, 3.11, 1.25)
Br (0.12, 8.36, -2.76)
C (-1.38, 7.06, -2.62)
C (-2.41, 7.25, -3.72)
Br (-3.88, 5.91, -3.59)
H (-1.71, 7.18, -1.59)
H (-0.96, 6.06, -2.69)
H (-1.93, 7.01, -4.66)
H (-2.85, 8.24, -3.81)
C (0.17, -3.64, 4.33)
C (-0.98, -4.10, 3.38)
O (-1.11, -5.44, 3.75)
C (0.05, -5.89, 4.22)
O (0.34, -7.04, 4.40)
O (0.84, -4.89, 4.62)
H (-0.41, -3.14, 5.12)
H (0.86, -2.90, 3.95)
H (-0.68, -3.80, 2.37)
H (-1.89, -3.52, 3.56)
C (0.98, -0.18, -4.57)
C (1.61, 1.02, -3.89)
O (2.88, 1.05, -4.55)
C (2.78, 0.45, -5.77)
O (3.54, 0.57, -6.68)
O (1.58, -0.15, -5.84)
H (-0.10, -0.13, -4.57)
H (1.22, -1.07, -3.97)
H (1.53, 0.86, -2.82)
H (1.09, 1.92, -4.21)
C (0.23, -4.08, -1.46)
C (0.69, -4.49, -0.06)
O (1.25, -5.78, -0.20)
C (1.28, -6.14, -1.48)
O (1.79, -7.12, -1.92)
O (0.59, -5.23, -2.23)
H (0.92, -3.32, -1.82)
H (-0.82, -3.86, -1.55)
H (-0.17, -4.45, 0.60)
H (1.41, -3.77, 0.33)

5.
Below is a structure of composition C48H51GeN8P2S4W, with properties calculated with wB97M-V/def2-TZVPD.

Results
2S+1 ... 2
Strongest force on any atom ... 0.06282 Eh/bohr
Electronic energy ... -6716.805169 Eh
Orbital gap (spin up / spin down) ... 4.47 / 5.14 eV
Charge ... +2
Relative energy (zero: lowest compared OMol25 entry of this formula, charge and spin) ... 0.0 kJ/mol

Element x y z (Å)
W (1.39, 0.05, 0.21)
S (-0.76, 1.23, 0.80)
C (-0.34, 2.37, 2.05)
C (-1.42, 2.92, 2.76)
N (-2.32, 3.33, 3.33)
C (0.96, 2.71, 2.34)
S (2.32, 1.91, 1.60)
C (1.28, 3.65, 3.34)
N (1.58, 4.40, 4.15)
C (2.85, -1.78, 3.31)
P (3.05, -1.37, 1.53)
C (3.72, -2.97, 0.89)
C (4.64, -0.46, 1.51)
C (5.61, -0.64, 2.50)
C (6.85, -0.05, 2.38)
C (7.15, 0.73, 1.27)
C (6.20, 0.92, 0.29)
C (4.94, 0.33, 0.40)
P (3.67, 0.54, -0.90)
C (4.52, -0.25, -2.34)
C (3.85, 2.29, -1.41)
H (2.98, -0.87, 3.90)
H (3.60, -2.51, 3.59)
H (1.86, -2.19, 3.50)
H (4.29, -3.44, 1.69)
H (4.39, -2.78, 0.05)
H (2.93, -3.65, 0.57)
H (5.40, -1.25, 3.36)
H (7.60, -0.21, 3.14)
H (8.12, 1.18, 1.16)
H (6.44, 1.51, -0.58)
H (5.40, 0.34, -2.58)
H (3.85, -0.26, -3.20)
H (4.85, -1.27, -2.12)
H (4.90, 2.51, -1.59)
H (3.47, 2.95, -0.63)
H (3.30, 2.47, -2.34)
C (-5.19, -0.78, -4.23)
N (-3.98, -0.35, -3.55)
C (-3.82, 0.80, -2.89)
N (-4.83, 1.68, -2.82)
S (-2.35, 1.15, -2.18)
H (-5.01, -1.76, -4.65)
H (-5.45, -0.10, -5.04)
H (-6.02, -0.85, -3.53)
H (-3.17, -0.95, -3.59)
H (-5.73, 1.48, -3.22)
H (-4.71, 2.52, -2.29)
C (0.09, -3.38, 1.39)
Ge (-0.42, -1.42, 1.58)
C (-2.38, -1.43, 1.12)
C (-2.94, -2.32, 0.22)
C (-4.30, -2.33, -0.03)
C (-5.13, -1.45, 0.63)
C (-4.59, -0.56, 1.55)
C (-3.23, -0.55, 1.78)
C (-0.44, -1.01, 3.55)
C (0.41, -0.03, 4.00)
C (0.48, 0.36, 5.34)
C (-0.33, -0.25, 6.26)
C (-1.22, -1.26, 5.86)
C (-2.06, -1.90, 6.80)
C (-2.95, -2.86, 6.41)
C (-3.04, -3.22, 5.06)
C (-2.23, -2.64, 4.13)
C (-1.30, -1.65, 4.49)
H (-0.52, -3.94, 2.09)
H (1.13, -3.56, 1.64)
H (-0.10, -3.76, 0.39)
H (-2.31, -3.05, -0.27)
H (-4.72, -3.04, -0.73)
H (-6.20, -1.47, 0.46)
H (-5.23, 0.13, 2.08)
H (-2.83, 0.14, 2.51)
H (1.08, 0.44, 3.28)
H (1.17, 1.14, 5.63)
H (-0.29, 0.04, 7.29)
H (-1.98, -1.61, 7.84)
H (-3.59, -3.34, 7.14)
H (-3.77, -3.96, 4.76)
H (-2.32, -2.92, 3.09)
S (0.01, 4.23, -5.14)
C (0.34, 3.24, -3.72)
C (0.67, 1.90, -3.93)
C (0.94, 1.08, -2.86)
N (0.92, 1.50, -1.58)
C (0.65, 2.80, -1.39)
C (0.37, 3.69, -2.40)
C (-1.55, 5.00, -4.70)
C (-1.72, 5.86, -3.62)
C (-3.01, 6.28, -3.33)
N (-4.05, 5.94, -4.06)
C (-3.87, 5.21, -5.14)
C (-2.63, 4.70, -5.50)
H (0.70, 1.50, -4.93)
H (1.17, 0.04, -3.03)
H (0.69, 3.16, -0.37)
H (0.18, 4.72, -2.14)
H (-0.89, 6.21, -3.03)
H (-3.20, 6.91, -2.48)
H (-4.75, 5.00, -5.74)
H (-2.53, 4.08, -6.38)
N (-0.20, -4.89, -3.50)
C (0.17, -3.78, -2.84)
C (-0.75, -2.78, -2.45)
C (-0.35, -1.72, -1.69)
N (0.93, -1.55, -1.27)
C (1.82, -2.45, -1.73)
C (1.51, -3.53, -2.50)
H (-1.16, -5.05, -3.74)
H (0.47, -5.59, -3.73)
H (-1.79, -2.88, -2.72)
H (-1.06, -0.95, -1.39)
H (2.85, -2.26, -1.44)
H (2.28, -4.21, -2.82)

6.
Below is a cluster of 2 separate species, C24H28NO3S in total, with properties calculated with wB97M-V/def2-TZVPD.

Results
Strongest force on any atom ... 0.04694 Eh/bohr
Electronic energy ... -1610.028225 Eh
Orbital gap ... 5.13 eV
Charge ... -1

Element x y z (Å)
C (1.79, 1.28, -1.04)
C (1.99, 0.22, 0.05)
C (0.81, 0.19, 0.99)
O (0.12, -0.78, 1.12)
C (0.53, 1.49, 1.71)
C (0.24, 2.60, 0.70)
S (1.64, 2.92, -0.36)
H (2.59, 1.27, -1.78)
H (0.86, 1.07, -1.58)
H (2.16, -0.79, -0.34)
H (2.89, 0.47, 0.64)
H (-0.28, 1.34, 2.43)
H (1.42, 1.75, 2.29)
H (-0.59, 2.31, 0.05)
H (-0.05, 3.54, 1.19)
C (6.07, -3.80, 1.49)
C (6.54, -2.35, 1.56)
C (7.55, -2.16, 2.69)
C (7.18, -1.95, 0.23)
O (5.45, -1.41, 1.80)
C (4.65, -1.70, 2.92)
C (4.47, -0.59, 3.83)
N (3.82, -0.72, 4.95)
C (3.88, 0.14, 6.01)
C (3.07, -0.17, 7.16)
C (2.95, 0.73, 8.23)
C (2.14, 0.44, 9.30)
C (1.43, -0.75, 9.34)
C (1.54, -1.65, 8.30)
C (2.35, -1.37, 7.22)
C (4.80, 1.28, 6.01)
C (5.68, 1.50, 7.08)
C (6.63, 2.49, 7.02)
C (6.74, 3.28, 5.89)
C (5.88, 3.09, 4.83)
C (4.90, 2.13, 4.89)
O (4.17, -2.79, 3.18)
H (5.37, -3.94, 0.66)
H (6.92, -4.47, 1.33)
H (5.59, -4.09, 2.42)
H (7.97, -1.16, 2.66)
H (7.07, -2.29, 3.66)
H (8.36, -2.88, 2.61)
H (7.52, -0.91, 0.29)
H (8.02, -2.59, -0.02)
H (6.44, -2.02, -0.56)
H (5.09, 0.27, 3.65)
H (3.46, 1.68, 8.19)
H (2.05, 1.15, 10.11)
H (0.80, -0.97, 10.19)
H (0.97, -2.56, 8.32)
H (2.44, -2.06, 6.41)
H (5.64, 0.83, 7.93)
H (7.30, 2.63, 7.85)
H (7.52, 4.01, 5.83)
H (6.00, 3.66, 3.93)
H (4.18, 2.03, 4.09)